Entry from the OMol25 dataset: a cluster of 2 separate species, C5H14OS2 in total (the ωB97M-V functional and the def2-TZVPD basis).

Computed properties:
Structure (SMILES) ... CCCSCSC.O
Highest occupied orbital energy ... -8.522 eV
Energy relative to the best compared isomer or geometry (same formula, charge and spin) ... 18.9 kcal/mol
Net charge ... 0

Last columns: bonded neighbours and bond lengths (Å).
Element x y z (Å)
1 C 0.00000 0.00000 0.00000  C2 1.529, H8 1.103, H9 1.103, H10 1.103
2 C 0.72197 0.27478 1.31912  C1 1.529, C3 1.541, H11 1.107, H12 1.107
3 C 2.22170 -0.06400 1.41622  C2 1.541, S4 1.812, H13 1.107, H14 1.107
4 S 2.84554 0.22606 3.09241  C3 1.812, C5 1.754
5 C 3.17726 1.94638 3.18563  S4 1.754, S6 1.860, H15 1.107, H16 1.107
6 S 2.75637 2.70758 4.82926  C5 1.860, C7 1.760
7 C 1.01258 2.49340 4.93011  S6 1.760, H17 1.103, H18 1.103, H19 1.103
8 H 0.01781 -1.10166 -0.05143  C1 1.103
9 H 0.50297 0.40218 -0.89548  C1 1.103
10 H -1.05071 0.33554 -0.00612  C1 1.103
11 H 0.59989 1.35992 1.50082  C2 1.107
12 H 0.10381 -0.26278 2.06367  C2 1.107
13 H 2.77841 0.53621 0.67106  C3 1.107
14 H 2.39211 -1.13261 1.18280  C3 1.107
15 H 2.59819 2.49753 2.41989  C5 1.107
16 H 4.25116 2.06114 2.94269  C5 1.107
17 H 0.73437 1.43290 4.80947  C7 1.103
18 H 0.46778 3.08785 4.17750  C7 1.103
19 H 0.70124 2.82674 5.93438  C7 1.103
20 O 6.00619 -0.20997 8.07909  H21 0.984, H22 0.984
21 H 5.14318 0.16305 7.78870  O20 0.984
22 H 6.21977 0.27522 8.90808  O20 0.984